[1]
{"formula": "C6H8O3", "method": "the ωB97M-V functional and the def2-TZVPD basis", "homo_lumo_gap_ev": 10.25, "multiplicity": 1, "elements": ["C", "C", "C", "C", "O", "C", "C", "O", "O", "H", "H", "H", "H", "H", "H", "H", "H"], "positions_angstrom": [[-2.813, -0.395, 0.125], [-1.605, -0.457, 0.591], [-0.405, -0.692, 1.077], [0.790, -0.282, 0.293], [0.287, 0.646, -0.797], [0.282, 0.146, -2.111], [1.858, 0.468, 1.078], [3.028, 0.414, 0.811], [1.361, 1.212, 2.065], [-3.388, 0.522, 0.143], [-3.309, -1.267, -0.254], [-0.253, -0.991, 2.100], [1.269, -1.131, -0.209], [-0.193, 0.906, -2.734], [-0.285, -0.790, -2.187], [1.304, -0.025, -2.475], [2.073, 1.718, 2.485]]}

[2]
{"formula": "C6H8OS", "method": "the ωB97M-V functional and the def2-TZVPD basis", "homo_lumo_gap_ev": 7.73, "multiplicity": 1, "elements": ["C", "C", "C", "C", "C", "C", "H", "H", "H", "H", "H", "H", "H", "H", "O", "S"], "positions_angstrom": [[0.109, -1.597, 0.076], [-0.826, -0.573, -0.347], [-1.918, -0.907, -1.002], [-0.279, 0.811, -0.154], [1.086, 1.130, 0.138], [1.266, 2.619, 0.258], [0.123, -2.272, 2.202], [-0.209, -2.613, 0.197], [0.984, -1.567, -0.485], [-2.338, -1.882, -1.188], [-2.525, -0.294, -2.034], [-1.296, 1.667, 0.057], [1.949, 0.305, 0.260], [0.442, 3.298, 0.081], [0.719, -1.371, 1.419], [2.712, 3.245, 0.522]]}

[3]
{"formula": "C6H8OS", "method": "the ωB97M-V functional and the def2-TZVPD basis", "homo_lumo_gap_ev": 9.71, "multiplicity": 1, "elements": ["C", "C", "C", "C", "C", "C", "H", "H", "H", "H", "H", "H", "H", "H", "O", "S"], "positions_angstrom": [[0.079, 1.329, 0.564], [0.962, 0.107, 0.850], [0.055, -1.152, 0.863], [-0.659, -1.071, -0.494], [-0.651, 0.941, -0.732], [0.240, -0.169, -1.372], [-0.668, 1.485, 1.370], [0.736, 2.227, 0.425], [1.622, 0.194, 1.751], [-0.688, -1.152, 1.663], [0.662, -2.051, 0.900], [-1.051, -2.026, -0.857], [-1.028, 1.756, -1.312], [0.168, -0.283, -2.479], [-1.673, -0.040, -0.434], [1.894, -0.093, -0.706]]}

[4]
{"formula": "C6H8OS", "method": "the ωB97M-V functional and the def2-TZVPD basis", "homo_lumo_gap_ev": 9.11, "multiplicity": 1, "elements": ["C", "C", "C", "C", "C", "C", "H", "H", "H", "H", "H", "H", "H", "H", "O", "S"], "positions_angstrom": [[-1.300, -1.213, 0.467], [-0.200, -0.188, 0.195], [1.256, -0.588, 0.035], [1.536, 0.976, 0.140], [0.728, 1.471, -1.048], [-0.382, 0.757, -1.023], [-2.588, 0.054, 1.253], [-1.304, -1.976, -0.409], [-1.092, -1.743, 1.438], [1.524, -1.072, -0.928], [1.669, -1.091, 0.902], [2.632, 1.297, 0.340], [1.079, 2.188, -1.744], [-1.260, 0.740, -1.677], [-2.592, -0.629, 0.525], [0.296, 1.017, 1.535]]}

[5]
{"formula": "C6H8OS", "method": "the ωB97M-V functional and the def2-TZVPD basis", "homo_lumo_gap_ev": 9.25, "multiplicity": 1, "elements": ["O", "C", "C", "C", "C", "C", "S", "C", "H", "H", "H", "H", "H", "H", "H", "H"], "positions_angstrom": [[1.771, 1.209, -0.461], [0.572, 0.502, -0.246], [0.286, -0.715, -1.147], [-0.445, -1.587, -0.388], [-0.680, -1.000, 0.983], [0.553, -0.179, 1.148], [-2.011, 0.344, 0.609], [-0.705, 1.369, -0.236], [1.778, 1.435, -1.390], [0.465, -0.765, -2.245], [-0.996, -2.449, -0.768], [-0.969, -1.701, 1.796], [1.444, -0.827, 1.270], [0.482, 0.509, 1.939], [-0.453, 2.255, 0.346], [-1.093, 1.600, -1.211]]}

[6]
{"formula": "C6H8S", "method": "the ωB97M-V functional and the def2-TZVPD basis", "homo_lumo_gap_ev": 8.73, "multiplicity": 1, "elements": ["C", "C", "C", "C", "C", "C", "S", "H", "H", "H", "H", "H", "H", "H", "H"], "positions_angstrom": [[-1.437, 0.025, -1.149], [-1.553, -0.362, 0.070], [-0.683, -1.247, 2.301], [-0.806, -0.845, 1.037], [0.811, 1.536, -1.281], [1.356, -0.623, -0.149], [0.599, -0.194, -1.539], [-2.162, 0.357, -1.856], [0.172, -1.773, 2.680], [-1.492, -1.155, 2.980], [1.743, 1.688, -0.784], [0.024, 2.132, -0.627], [0.749, 2.143, -2.306], [1.492, 0.048, 0.618], [1.187, -1.730, 0.005]]}

[7]
{"formula": "C6H8S", "method": "the ωB97M-V functional and the def2-TZVPD basis", "homo_lumo_gap_ev": 7.98, "multiplicity": 1, "elements": ["C", "C", "C", "C", "C", "C", "S", "H", "H", "H", "H", "H", "H", "H", "H"], "positions_angstrom": [[0.529, -0.816, -0.646], [-0.919, -0.289, -0.695], [-0.294, 0.889, 0.057], [1.037, 0.314, -0.113], [-2.083, -0.948, -0.014], [2.202, 0.806, 0.751], [-0.537, 2.509, 0.209], [1.111, -1.759, -0.946], [-1.274, -0.113, -1.737], [-2.755, -0.209, 0.354], [-1.844, -1.586, 0.780], [-2.648, -1.593, -0.854], [3.144, 0.673, 0.275], [2.314, 0.276, 1.660], [2.018, 1.847, 0.918]]}

[8]
{"formula": "C6H8S", "method": "the ωB97M-V functional and the def2-TZVPD basis", "homo_lumo_gap_ev": [6.55, 8.75], "multiplicity": 3, "elements": ["C", "C", "C", "C", "C", "C", "S", "H", "H", "H", "H", "H", "H", "H", "H"], "positions_angstrom": [[0.141, 1.646, 0.178], [0.989, 0.588, 0.131], [-1.775, 0.071, 0.094], [-1.296, 1.452, -0.156], [0.624, -0.683, -0.339], [1.239, -1.937, 0.172], [-3.175, -0.643, 0.034], [0.454, 2.610, 0.544], [1.967, 0.698, 0.587], [-1.928, 2.204, 0.335], [-1.438, 1.557, -1.244], [-0.002, -0.771, -1.213], [1.577, -1.825, 1.200], [2.101, -2.214, -0.443], [0.521, -2.755, 0.119]]}

[9]
{"formula": "C6H8S", "method": "the ωB97M-V functional and the def2-TZVPD basis", "homo_lumo_gap_ev": [7.27, 8.30], "multiplicity": 3, "elements": ["C", "C", "C", "C", "C", "C", "S", "H", "H", "H", "H", "H", "H", "H", "H"], "positions_angstrom": [[-1.499, -0.002, 0.420], [-0.903, -0.404, 1.574], [-0.706, -0.463, -0.854], [0.160, -2.396, 0.528], [0.456, -1.206, -0.350], [0.253, -1.272, 1.203], [2.436, 3.075, -0.387], [-2.497, 0.510, 0.342], [-1.320, -0.508, 2.493], [-1.445, -1.099, -1.446], [-0.287, 0.353, -1.511], [0.466, -3.407, 0.514], [3.546, 2.410, -0.059], [1.393, -1.210, -0.921], [2.999, 4.315, -0.139]]}

[10]
{"formula": "C6H9BClNO3", "method": "the ωB97M-V functional and the def2-TZVPD basis", "homo_lumo_gap_ev": 8.13, "multiplicity": 1, "elements": ["B", "C", "C", "C", "C", "C", "C", "N", "O", "O", "O", "Cl", "H", "H", "H", "H", "H", "H", "H", "H", "H"], "positions_angstrom": [[-1.271, 1.216, 0.396], [0.435, 0.778, -1.646], [-0.838, 0.803, -1.103], [1.717, 0.436, 0.539], [1.585, 1.031, -0.775], [-0.417, -0.577, 0.822], [-0.252, -2.817, 0.308], [0.851, -0.443, 0.917], [-0.432, 2.130, 1.102], [-2.584, 0.981, 0.641], [-1.061, -1.741, 0.686], [3.160, 0.358, -1.716], [0.444, 0.468, -2.678], [-1.713, 0.628, -1.792], [2.586, 0.552, 1.135], [1.827, 2.043, -0.719], [-0.676, -3.847, 0.769], [0.848, -2.556, 0.549], [-0.324, -2.968, -0.734], [-0.814, 2.053, 2.035], [-3.070, 1.470, 1.263]]}

[11]
{"formula": "C6H9BrS2", "method": "the ωB97M-V functional and the def2-TZVPD basis", "homo_lumo_gap_ev": 8.36, "multiplicity": 1, "elements": ["C", "C", "C", "Br", "C", "C", "S", "C", "S", "H", "H", "H", "H", "H", "H", "H", "H", "H"], "positions_angstrom": [[-0.139, -1.054, 2.245], [-0.964, -0.134, 1.386], [-0.749, -0.315, -0.095], [-2.222, 0.729, -1.026], [0.531, 0.265, -0.779], [0.716, -0.128, -2.336], [1.988, 0.647, 0.350], [0.957, 1.669, -0.535], [0.668, 3.146, -1.060], [0.795, -1.244, 1.690], [0.113, -0.445, 3.185], [-0.623, -1.992, 2.436], [-2.088, -0.202, 1.637], [-0.533, 0.839, 1.676], [-0.852, -1.265, -0.548], [1.732, -0.383, -2.713], [0.647, 0.775, -2.954], [0.023, -0.909, -2.561]]}

[12]
{"formula": "C6H9BrSSi", "method": "the ωB97M-V functional and the def2-TZVPD basis", "homo_lumo_gap_ev": 9.65, "multiplicity": 1, "elements": ["C", "Si", "C", "Br", "C", "C", "C", "C", "S", "H", "H", "H", "H", "H", "H", "H", "H", "H"], "positions_angstrom": [[-0.904, 2.183, 1.195], [-0.972, 0.774, -0.076], [-1.234, 1.128, -1.971], [-2.763, -0.689, 0.677], [0.485, -0.448, 0.291], [0.417, -1.823, 0.077], [1.665, -2.552, 0.242], [2.651, -1.710, 0.733], [2.156, -0.093, 0.753], [-0.138, 2.789, 0.762], [-1.839, 2.858, 1.283], [-0.415, 1.824, 2.202], [-0.786, 0.343, -2.511], [-2.254, 1.062, -2.189], [-0.901, 2.066, -2.295], [-0.406, -2.353, -0.361], [1.524, -3.590, 0.117], [3.714, -1.769, 1.072]]}